No. 1
# C43H55Cl3HfN4O4PS4SbSi

A structure of composition C43H55Cl3HfN4O4PS4SbSi at a distorted geometry (ωB97M-V/def2-TZVPD, the Open Molecules 2025 dataset).

```
117
Properties=species:S:1:pos:R:3:lowdin_charge:R:1
Hf -0.232 0.559 -0.169 0.94
S -3.366 3.899 1.678 0.02
Sb -2.028 3.392 -0.102 0.42
S 0.150 2.826 0.832 0.06
S -2.628 1.115 -0.671 0.05
C -3.393 -2.699 1.539 -0.01
C -2.241 -1.744 1.837 -0.58
C -1.351 -2.364 2.913 0.00
C -2.785 -0.383 2.285 -0.06
O -1.431 -1.487 0.656 -0.31
Si -0.927 -2.635 -0.436 -0.13
S 0.466 -1.458 -1.509 0.42
O -0.167 -3.786 0.388 -0.14
C 0.526 -4.958 -0.053 -0.63
C -0.046 -6.118 0.761 -0.01
C 0.321 -5.202 -1.542 -0.04
C 2.011 -4.742 0.245 -0.02
O -2.139 -3.359 -1.200 -0.12
C -3.131 -3.284 -2.219 -0.61
C -3.828 -1.926 -2.194 -0.04
C -4.144 -4.390 -1.910 -0.01
C -2.456 -3.533 -3.567 -0.03
H -3.966 -2.873 2.445 0.10
H -3.010 -3.649 1.181 0.08
H -4.057 -2.272 0.794 0.08
H -1.945 -2.603 3.791 0.09
H -0.562 -1.676 3.195 0.07
H -0.901 -3.271 2.517 0.08
H -3.278 -0.475 3.249 0.09
H -3.510 -0.001 1.565 0.04
H -1.966 0.337 2.389 0.05
H -1.121 -6.168 0.603 0.09
H 0.147 -5.969 1.821 0.09
H 0.400 -7.059 0.454 0.09
H -0.725 -5.399 -1.746 0.07
H 0.914 -6.049 -1.868 0.10
H 0.623 -4.323 -2.105 0.06
H 2.160 -4.559 1.307 0.09
H 2.368 -3.882 -0.318 0.07
H 2.587 -5.616 -0.043 0.09
H -4.369 -1.792 -1.259 0.08
H -4.548 -1.851 -3.005 0.09
H -3.100 -1.121 -2.295 0.02
H -4.561 -4.249 -0.916 0.08
H -3.671 -5.367 -1.955 0.09
H -4.949 -4.353 -2.636 0.09
H -1.689 -2.783 -3.737 0.03
H -3.189 -3.495 -4.366 0.09
H -1.983 -4.510 -3.569 0.08
N 2.480 0.579 -0.105 -0.01
C 3.326 1.701 -0.368 -0.32
C 4.539 1.895 0.279 -0.02
C 5.333 2.986 -0.039 -0.07
C 4.928 3.883 -1.016 -0.07
C 3.716 3.703 -1.658 -0.08
C 2.897 2.632 -1.319 -0.31
P 1.258 2.318 -2.062 1.00
C 0.539 3.983 -2.263 -0.45
C -0.564 4.072 -3.115 -0.17
C -1.223 5.276 -3.282 -0.09
C -0.793 6.399 -2.592 -0.07
C 0.281 6.309 -1.722 -0.06
C 0.939 5.104 -1.541 -0.14
C 1.849 2.013 -3.775 -0.35
C 2.158 0.699 -4.112 -0.13
C 2.623 0.397 -5.379 -0.10
C 2.770 1.403 -6.322 -0.08
C 2.473 2.713 -5.984 -0.09
C 2.016 3.023 -4.716 -0.10
H 2.805 0.096 0.731 0.07
H 2.520 -0.091 -0.881 0.03
H 4.870 1.191 1.031 0.11
H 6.282 3.128 0.459 0.11
H 5.560 4.718 -1.280 0.11
H 3.401 4.391 -2.427 0.11
H -0.881 3.193 -3.663 0.08
H -2.059 5.337 -3.963 0.11
H -1.289 7.345 -2.744 0.11
H 0.619 7.184 -1.185 0.11
H 1.759 5.042 -0.840 0.10
H 2.018 -0.090 -3.381 0.05
H 2.872 -0.623 -5.628 0.11
H 3.119 1.165 -7.317 0.11
H 2.602 3.501 -6.710 0.11
H 1.784 4.049 -4.466 0.11
Cl -0.853 1.475 -6.220 0.67
C -1.375 0.061 -5.242 -1.52
Cl -0.391 -1.364 -5.681 0.67
Cl -3.107 -0.273 -5.502 0.66
C -1.130 0.408 -3.878 -0.41
N -0.874 0.688 -2.790 -0.04
C 1.291 1.073 6.550 0.02
N 1.574 0.670 5.204 -0.05
N 0.624 0.717 4.216 0.08
C 1.153 0.223 3.053 -0.39
O 0.509 0.115 1.964 -0.22
C 2.482 -0.150 3.373 0.07
C 2.700 0.139 4.701 -0.24
C 3.920 -0.058 5.521 0.00
C -0.663 1.243 4.518 -0.23
C -1.533 0.485 5.296 -0.04
C -2.765 1.009 5.651 -0.07
C -3.114 2.289 5.249 -0.05
C -2.229 3.049 4.502 -0.13
C -1.003 2.528 4.122 -0.03
H 0.636 1.945 6.556 0.11
H 2.227 1.320 7.044 0.10
H 0.803 0.269 7.107 0.11
H 3.180 -0.619 2.713 0.11
H 4.683 -0.545 4.924 0.09
H 3.713 -0.675 6.393 0.10
H 4.307 0.900 5.866 0.10
H -1.248 -0.509 5.604 0.12
H -3.450 0.418 6.242 0.11
H -4.077 2.699 5.511 0.11
H -2.487 4.051 4.207 0.06
H -0.313 3.104 3.527 0.07
```

Properties
⟨S²⟩ = 0.76
HOMO-LUMO gap (spin up / spin down) = 7.90 / 5.89 eV
HOMO energy (spin up / spin down) = -10.000 / -10.177 eV
charge = +1
multiplicity = 2

No. 2
# C43H55ClIN11O3Ti

A structure of composition C43H55ClIN11O3Ti at a distorted geometry (ωB97M-V/def2-TZVPD, the Open Molecules 2025 dataset).

```
115
Properties=species:S:1:pos:R:3:lowdin_charge:R:1
Ti -0.209 0.199 -0.310 1.12
C 1.904 1.506 4.913 -0.01
N 2.104 0.936 3.588 -0.15
C 3.083 -0.123 3.504 -0.03
C 1.200 1.215 2.599 -0.33
N 0.657 0.309 1.799 0.08
C 0.706 -1.050 2.144 -0.23
C 0.561 -1.514 3.452 -0.04
C 0.648 -2.863 3.747 -0.07
C 0.887 -3.777 2.734 -0.05
C 0.966 -3.345 1.423 0.00
C 0.855 -1.989 1.103 -0.22
N 0.776 -1.559 -0.236 -0.01
C 1.423 -2.314 -1.151 -0.35
N 2.758 -2.500 -1.055 -0.10
C 3.472 -3.669 -1.536 -0.02
C 3.567 -1.638 -0.218 -0.03
N 0.721 -2.889 -2.142 -0.09
C -0.702 -3.114 -1.990 -0.02
C 1.227 -3.225 -3.456 -0.03
N 0.900 2.530 2.478 -0.12
C -0.338 3.022 1.926 -0.03
C 1.906 3.561 2.626 -0.03
H 2.628 1.063 5.591 0.10
H 0.902 1.276 5.289 0.10
H 2.036 2.585 4.942 0.08
H 2.802 -0.998 4.098 0.09
H 4.036 0.264 3.872 0.11
H 3.195 -0.421 2.466 0.08
H 0.370 -0.801 4.240 0.12
H 0.524 -3.196 4.764 0.12
H 0.981 -4.826 2.965 0.12
H 1.082 -4.064 0.623 0.12
H 2.787 -4.467 -1.800 0.09
H 4.122 -4.025 -0.734 0.11
H 4.104 -3.441 -2.396 0.10
H 3.041 -0.704 -0.014 0.06
H 4.501 -1.425 -0.742 0.10
H 3.810 -2.122 0.732 0.11
H -1.018 -2.828 -0.986 0.08
H -0.921 -4.172 -2.153 0.11
H -1.261 -2.530 -2.722 0.08
H 2.205 -2.784 -3.618 0.09
H 0.541 -2.821 -4.201 0.09
H 1.279 -4.305 -3.604 0.11
H -1.069 2.216 1.893 0.07
H -0.179 3.443 0.927 0.09
H -0.712 3.814 2.579 0.11
H 2.876 3.134 2.860 0.10
H 1.623 4.278 3.398 0.10
H 1.987 4.099 1.678 0.09
C 1.421 1.375 -0.465 -0.11
C 2.475 1.974 -0.589 -0.09
C 3.714 2.635 -0.826 -0.26
C 3.739 3.931 -1.342 -0.03
C 4.946 4.541 -1.626 -0.06
C 6.137 3.865 -1.409 -0.06
C 6.121 2.582 -0.887 -0.06
C 4.919 1.968 -0.594 -0.04
H 2.806 4.445 -1.524 0.12
H 4.962 5.543 -2.025 0.11
H 7.075 4.340 -1.647 0.11
H 7.047 2.056 -0.713 0.11
H 4.901 0.967 -0.187 0.10
O -1.921 -0.450 -1.664 -0.11
C -3.083 -0.391 -2.096 -0.44
C -4.139 -1.376 -1.668 -0.07
C -5.253 -0.699 -0.854 -0.16
C -6.312 -0.025 -1.720 -0.19
C -5.780 1.125 -2.572 -0.17
C -4.724 0.710 -3.597 -0.15
N -3.416 0.535 -2.995 0.11
H -3.656 -2.141 -1.057 0.12
H -4.574 -1.858 -2.546 0.13
H -4.813 0.023 -0.161 0.11
H -5.745 -1.466 -0.255 0.12
H -7.089 0.368 -1.063 0.12
H -6.777 -0.773 -2.364 0.12
H -5.348 1.893 -1.926 0.10
H -6.619 1.574 -3.101 0.12
H -4.621 1.481 -4.360 0.13
H -5.020 -0.216 -4.096 0.13
H -2.707 1.224 -3.216 0.14
N 1.793 0.323 -3.086 0.02
C 1.980 0.263 -4.414 -0.06
C 0.766 -0.059 -4.977 -0.04
C -0.107 -0.154 -3.891 -0.15
N 0.520 0.083 -2.743 0.00
H 2.445 0.628 -2.367 0.12
H 2.927 0.462 -4.869 0.13
H 0.545 -0.197 -6.015 0.11
H -1.154 -0.380 -3.925 0.10
Cl -2.400 -4.184 5.988 0.73
C -2.484 -2.979 4.764 -0.67
C -2.465 -3.357 3.425 -0.09
C -2.470 -2.385 2.445 -0.01
C -2.540 -1.037 2.789 -0.13
C -2.616 -0.672 4.130 0.00
C -2.565 -1.637 5.118 -0.08
C -2.456 -0.004 1.723 -0.50
O -3.132 1.034 1.755 0.05
O -1.621 -0.236 0.782 -0.14
H -2.442 -4.403 3.165 0.12
H -2.440 -2.663 1.401 0.12
H -2.692 0.372 4.392 0.13
H -2.589 -1.358 6.160 0.12
I -2.222 5.401 -3.406 0.89
C -2.042 3.839 -2.023 -0.73
C -2.958 3.488 -1.044 -0.12
N -2.470 2.414 -0.414 0.04
N -1.278 2.055 -0.910 -0.08
C -1.001 2.912 -1.892 -0.19
H -3.890 3.949 -0.781 0.13
H -2.864 1.921 0.438 0.11
H -0.092 2.851 -2.462 0.11
```

Properties
HOMO-LUMO gap = 6.87 eV
HOMO energy = -12.723 eV
charge = +2

No. 3
# C43H56BBr2ClF37N3O8

A cluster of 5 separate species, C43H56BBr2ClF37N3O8 in total at a distorted geometry (ωB97M-V/def2-TZVPD, the Open Molecules 2025 dataset).

```
151
Properties=species:S:1:pos:R:3:lowdin_charge:R:1
C -4.588 0.571 -1.330 -0.08
C -3.235 0.493 -2.077 -0.23
C -2.071 0.265 -1.124 -0.19
C -1.832 -1.201 -0.833 -0.18
O -0.644 -1.321 -0.053 -0.08
C 0.141 -2.422 -0.261 -0.72
Cl 0.828 -2.423 -1.919 0.88
O -0.632 -3.596 -0.008 -0.05
C -1.011 -4.427 -1.083 -0.11
C -2.018 -5.475 -0.560 -0.40
F -2.296 -5.331 0.766 0.12
F -3.213 -5.312 -1.230 0.09
C -1.588 -6.926 -0.804 -0.29
F -0.267 -7.086 -0.509 0.08
F -1.810 -7.266 -2.102 0.09
C 1.254 -2.388 0.822 -0.27
C 2.430 -1.456 0.468 -0.09
C 2.160 -0.145 -0.303 -0.19
C 2.537 1.153 0.410 -0.22
C 2.678 2.301 -0.581 -0.21
N 3.823 2.235 -1.488 0.03
C 5.134 2.269 -0.983 -0.55
N 6.128 1.805 -1.645 0.11
N 5.402 2.835 0.272 0.11
O 0.575 -2.205 2.069 -0.04
C 0.615 -0.956 2.695 -0.29
C 1.634 -0.906 3.828 -0.64
Br 2.890 0.521 3.804 0.79
C 1.624 -1.777 4.836 -0.76
C 0.650 -2.871 5.052 -0.13
Br 2.898 -1.707 6.249 0.74
C -0.809 -0.642 3.323 -0.26
F -1.702 -1.637 2.941 0.01
C -1.348 0.652 2.768 -0.18
C -2.565 1.164 3.520 -0.08
B 1.870 -3.879 0.888 -0.42
O 2.483 -4.395 -0.230 0.12
C 1.871 -4.745 2.200 -0.11
C 0.497 -5.290 2.601 -0.09
H -5.216 1.352 -1.734 0.05
H -4.402 0.819 -0.292 0.06
H -5.084 -0.391 -1.378 0.07
H -3.270 -0.259 -2.855 0.11
H -3.076 1.469 -2.520 0.10
H -2.178 0.820 -0.201 0.10
H -1.151 0.624 -1.585 0.11
H -1.769 -1.713 -1.787 0.10
H -2.671 -1.591 -0.260 0.14
H -0.166 -4.970 -1.489 0.12
H -1.537 -3.898 -1.865 0.12
H -2.176 -7.587 -0.166 0.17
H 3.118 -2.038 -0.131 0.11
H 2.986 -1.225 1.372 0.11
H 1.140 -0.040 -0.651 0.08
H 2.777 -0.166 -1.195 0.10
H 1.772 1.450 1.119 0.08
H 3.463 0.978 0.942 0.06
H 2.732 3.228 -0.021 0.10
H 1.777 2.381 -1.177 0.12
H 3.722 1.486 -2.153 0.11
H 5.825 1.414 -2.533 0.04
H 5.587 2.130 0.970 0.09
H 4.683 3.470 0.589 0.07
H 0.777 -0.142 2.005 0.10
H 1.162 -3.825 5.082 0.08
H -0.149 -2.882 4.331 0.06
H 0.206 -2.728 6.034 0.08
H -0.762 -0.616 4.406 0.14
H -0.561 1.397 2.673 0.12
H -1.655 0.404 1.755 0.09
H -2.280 1.407 4.538 0.08
H -3.313 0.386 3.543 0.06
H -2.985 2.022 3.014 0.07
H 2.190 -5.303 -0.382 0.12
H 2.518 -5.603 2.037 0.10
H 2.343 -4.154 2.984 0.10
H -0.231 -4.523 2.815 0.06
H 0.604 -6.000 3.414 0.08
H 0.108 -5.862 1.767 0.05
C 5.898 -5.100 -0.754 -0.04
C 6.295 -6.586 -0.816 -0.44
C 7.241 -7.133 0.258 -0.31
F 8.442 -6.529 0.227 0.10
F 7.434 -8.454 0.031 0.10
F 6.769 -6.883 -2.043 0.14
F 5.133 -7.287 -0.655 0.10
O 6.563 -4.179 -1.609 0.05
C 7.737 -3.549 -1.268 -0.54
C 8.882 -3.906 -2.224 -0.29
F 9.114 -5.232 -2.231 0.10
F 10.007 -3.280 -1.809 0.10
F 8.075 -3.757 0.019 0.15
F 7.528 -2.223 -1.414 0.14
H 4.872 -5.079 -1.116 0.13
H 5.855 -4.737 0.272 0.15
H 6.802 -7.013 1.253 0.17
H 8.638 -3.582 -3.237 0.17
C 7.172 5.415 -1.832 -0.04
C 8.406 5.778 -0.985 -0.44
C 8.328 7.013 -0.082 -0.31
F 8.134 8.145 -0.786 0.10
F 9.500 7.140 0.585 0.09
F 9.499 5.854 -1.776 0.13
F 8.600 4.735 -0.133 0.10
O 7.161 5.784 -3.209 0.05
C 6.721 7.001 -3.661 -0.54
C 7.828 7.792 -4.369 -0.29
F 8.867 8.018 -3.547 0.10
F 7.327 8.988 -4.761 0.09
F 6.125 7.729 -2.696 0.15
F 5.779 6.755 -4.604 0.14
H 7.173 4.325 -1.865 0.13
H 6.244 5.694 -1.335 0.14
H 7.524 6.902 0.650 0.17
H 8.179 7.240 -5.244 0.17
C -9.064 1.694 4.268 -0.04
C -7.739 1.867 3.500 -0.44
C -6.537 1.012 3.916 -0.30
F -6.149 1.262 5.179 0.10
F -5.496 1.306 3.101 0.08
F -7.393 3.171 3.472 0.14
F -8.004 1.493 2.214 0.10
O -9.413 2.639 5.271 0.05
C -9.033 2.523 6.589 -0.54
C -8.152 3.693 7.043 -0.29
F -7.033 3.775 6.301 0.10
F -7.795 3.493 8.332 0.10
F -8.465 1.332 6.855 0.15
F -10.161 2.595 7.329 0.14
H -9.828 1.847 3.508 0.15
H -9.191 0.670 4.620 0.15
H -6.766 -0.053 3.816 0.17
H -8.705 4.631 6.959 0.18
C -8.869 1.273 -5.116 -0.04
C -7.857 1.616 -4.006 -0.44
C -8.094 2.874 -3.164 -0.31
F -8.067 3.995 -3.905 0.10
F -7.105 2.964 -2.243 0.09
F -6.606 1.628 -4.514 0.13
F -7.918 0.584 -3.117 0.10
O -8.554 1.592 -6.466 0.05
C -8.848 2.804 -7.047 -0.54
C -7.587 3.546 -7.508 -0.29
F -6.756 3.778 -6.477 0.10
F -7.951 4.735 -8.038 0.10
F -9.627 3.574 -6.264 0.15
F -9.556 2.540 -8.168 0.14
H -8.895 0.185 -5.120 0.15
H -9.876 1.597 -4.853 0.15
H -9.052 2.815 -2.639 0.17
H -7.062 2.956 -8.263 0.18
```

Properties
structure (SMILES) = [H]/N=C(/N)NCCCC[C@](O[C@H](/C(Br)=C(\C)Br)[C@H](F)CC)(B(O)CC)[C@](Cl)(OCCCC)OCC(F)(F)C(F)F.FC(F)C(F)(F)COC(F)(F)C(F)F.FC(F)C(F)(F)COC(F)(F)C(F)F.FC(F)C(F)(F)COC(F)(F)C(F)F.FC(F)C(F)(F)COC(F)(F)C(F)F
HOMO-LUMO gap = 9.34 eV
HOMO energy = -9.202 eV
charge = 0